--- w ---
The following is a quantum chemistry calculation of a molecular structure, C6H9N, from the OMol25 dataset.

Positions of all 16 atoms, in Å:
N 1.04827 -0.42212 -0.26929
C 2.44723 -0.06784 -0.37470
C -0.92113 -0.78501 -0.05553
C -1.81618 0.14855 0.70285
C 0.00163 -0.16770 -1.08649
C 0.37065 -1.04193 0.72925
C -2.08943 1.39812 0.33787
H 0.57855 -0.80728 1.77409
H 2.56984 0.66058 -1.17759
H 3.04978 -0.95476 -0.57473
H -1.69866 1.80933 -0.58847
H -2.70264 2.04599 0.95661
H 2.77208 0.37919 0.56846
H 0.05584 -0.26051 -2.16934
H -2.22619 -0.24925 1.63290
H -1.43966 -1.68537 -0.40591

Calculated values
HOMO level = -0.2540 Ha
Orbital gap = 7.90 eV

--- x ---
The following is a quantum chemistry calculation of a molecular structure, C6H9N, from the OMol25 dataset.

Positions of all 16 atoms, in Å:
N 0.34815 1.14230 -0.18334
C -1.10045 -0.90678 -0.32045
C -0.34364 2.26060 -0.20105
C -0.16250 -1.47398 0.77260
C 0.07172 -0.11601 -0.91525
C 1.06715 -0.80610 0.05286
C 1.36173 0.58666 0.51008
H -0.11432 3.02364 0.53072
H -0.15199 -2.56507 0.84262
H 1.86632 -1.46856 -0.28790
H -0.32990 -1.05746 1.76957
H 0.20269 -0.02161 -1.99484
H -1.42421 -1.68299 -1.02089
H 1.78533 1.01489 1.41251
H -1.96861 -0.31675 -0.01292
H -1.10748 2.38722 -0.95431

Calculated values
HOMO level = -0.2426 Ha
Orbital gap = 7.73 eV

--- y ---
The following is a quantum chemistry calculation of a molecular structure, C6H9N, from the OMol25 dataset.

Positions of all 16 atoms, in Å:
N -0.89610 -0.09232 -1.12150
C 0.62466 1.34355 -0.03387
C -0.77979 0.89242 -0.09984
C -1.04061 -0.20891 1.11269
C 1.21620 -0.93765 -0.11691
C 1.47309 0.36233 0.22580
C -0.41648 -1.04960 -0.00086
H -1.77591 -0.55835 -1.21284
H 2.63189 0.31981 0.43668
H 0.76918 2.30782 0.00246
H 1.92479 -1.84077 0.31124
H -0.76600 -2.14422 0.16212
H -0.81960 -0.29453 2.15905
H -2.28350 -0.24591 0.78393
H -1.40044 1.80610 -0.07428
H 1.52978 -1.11655 -1.23994

Calculated values
HOMO level = -0.3227 Ha
Orbital gap = 9.77 eV

Relative energies, unit hartree: w 0.0148; x 0.0000; y 0.0605

--- w ---
The following is a quantum chemistry calculation of a molecular structure, C4H8N4O, from the OMol25 dataset.

Positions of all 17 atoms, in Å:
O -0.15681 -3.79108 0.09959
N 1.09228 -2.35870 1.32948
N 0.39876 1.04938 -2.43282
N 0.35660 0.17240 -0.70387
N -0.41831 1.19034 -1.29172
C -0.03070 -2.69943 0.63190
C -0.56768 2.46688 -0.64796
C 0.88207 -0.07067 -1.91976
C -1.07806 -1.69844 0.64647
H 1.28181 -1.39201 1.53223
H -0.86034 3.18164 -1.41479
H -1.10274 -0.93795 1.40442
H -1.36224 2.38413 0.09294
H 0.35335 2.80859 -0.16333
H -1.91844 -1.80715 -0.01161
H 1.53597 -0.82559 -2.28803
H 1.87140 -2.99411 1.29954

Calculated values
HOMO level (spin up / spin down) = -0.3548 / -0.3325 Ha
Orbital gap (spin up / spin down) = 9.04 / 7.63 eV

--- x ---
The following is a quantum chemistry calculation of 2 unconnected molecules or ions with the total composition C4H8N4O, from the OMol25 dataset.

Positions of all 17 atoms, in Å:
O -0.33629 -1.13995 0.58780
N 1.88063 -0.10365 -1.84066
N -1.33979 -0.25007 -1.80540
N 2.07070 0.47812 0.60961
N -1.39375 0.44725 -0.58385
C -0.99991 0.85802 1.75447
C 1.95258 -0.19734 -0.60381
C -0.89295 -0.04466 0.55925
C 1.90761 -0.81921 0.66335
H -1.20313 -1.23406 -1.56946
H -1.80057 1.58341 1.65047
H 1.78252 -0.99555 -2.32513
H -1.14781 0.26155 2.65060
H 1.93343 -1.61862 1.36256
H -1.85645 1.34237 -0.63251
H -0.51113 0.05242 -2.32616
H -0.04570 1.37995 1.84887

Calculated values
HOMO level = -0.3368 Ha
Orbital gap = 10.00 eV

--- y ---
The following is a quantum chemistry calculation of C4H8N4O in the gas phase, from the OMol25 dataset.

Positions of all 17 atoms, in Å:
O -2.99886 -1.49399 -0.04477
N 0.76143 0.78319 -0.03782
N -1.35251 0.16710 0.04676
N 0.77484 -1.56908 -0.15850
N -3.47558 -0.25006 0.02249
C -2.60516 0.68299 0.17315
C -0.50576 1.13735 -0.15352
C 1.45666 -0.49955 -0.10598
C 2.94237 -0.45303 0.28767
H -0.14229 -1.17871 -0.18535
H -0.76239 2.17225 -0.83458
H 1.51720 1.66325 -0.43412
H -2.05065 -1.62439 0.19594
H 3.04262 -1.50110 -0.48036
H 3.15454 -0.22828 1.27297
H 3.39516 0.61555 -0.25687
H -3.15165 1.57651 0.69289

Calculated values
HOMO level = -0.3102 Ha
Orbital gap = 8.37 eV

--- z ---
The following is a quantum chemistry calculation of C4H8N4O in the gas phase, from the OMol25 dataset.

Positions of all 17 atoms, in Å:
O -3.45059 1.10661 -0.22041
N -0.39254 -0.53275 -0.11496
N 0.24414 -1.41439 0.78410
N -2.56201 -1.58946 0.04892
N -1.85468 -0.41970 0.00435
C -1.13005 1.68764 -0.11859
C -2.28119 0.83417 -0.13592
C 1.43880 1.30070 -0.39720
C 0.02810 0.97800 -0.18625
H -3.21034 -1.61618 -0.73595
H 1.94770 0.64393 -1.28263
H -2.91121 -1.78129 0.98992
H 1.96936 1.17210 0.47545
H 0.77172 -2.04788 0.20941
H 1.50087 2.32002 -0.74462
H -1.20038 2.70035 -0.03506
H 0.62061 -1.00030 1.59534

Calculated values
HOMO level = -0.3089 Ha
Orbital gap = 9.04 eV

Relative energies, unit hartree: w 0.0897; x 0.0000; y 0.1346; z 0.0101

--- w ---
The following is a quantum chemistry calculation of C4H8N4O in the gas phase, from the OMol25 dataset.

Positions of all 17 atoms, in Å:
O 1.99622 -0.76263 2.13142
N -0.16596 -0.88096 1.19548
N -2.00617 -0.06766 -0.73458
N -0.18324 -2.22648 1.52645
N 0.00361 0.99016 -0.24617
C -0.95279 0.05893 -0.11303
C 1.19286 0.81908 0.46814
C 1.06937 -0.22724 1.31947
C 0.04059 1.67603 -1.59695
H 1.75864 1.68968 0.48925
H -0.49989 -2.63699 0.64278
H -0.82869 -2.52232 2.24724
H 1.50951 -1.26869 2.83557
H 0.37830 2.80545 -1.58201
H -1.08237 1.69894 -1.96136
H 0.69020 1.23188 -2.31288
H -2.73172 -0.66187 -0.31106

Calculated values
HOMO level = -0.2622 Ha
Orbital gap = 7.87 eV

--- x ---
The following is a quantum chemistry calculation of C4H8N4O in the gas phase, from the OMol25 dataset.

Positions of all 17 atoms, in Å:
O 0.47757 -2.09273 -0.33509
N 0.52366 -0.98827 0.70772
N 2.72269 -0.07979 -0.16024
N 0.91954 1.42685 0.19750
N -0.40697 1.70832 -0.39796
C -0.93409 0.32141 -0.46299
C -0.73340 -0.36860 0.88643
C -2.00128 -0.56173 -0.07380
C 1.46464 0.04568 0.18408
H -0.72375 0.16197 1.74054
H 2.99170 -1.04418 -0.04102
H -0.36600 -0.16624 -1.23523
H -2.06799 -1.44464 -0.65860
H 1.54379 2.32630 0.02085
H 0.28355 -1.60461 -1.17078
H -2.84221 0.09418 0.39623
H -0.85143 2.26610 0.40236

Calculated values
HOMO level = -0.3021 Ha
Orbital gap = 8.89 eV

--- y ---
The following is a quantum chemistry calculation of a molecular structure, C4H8N4O, from the OMol25 dataset.

Positions of all 17 atoms, in Å:
O -0.62184 2.67765 -1.93765
N 1.61066 -1.42067 -1.21077
N 0.86553 0.89594 -1.71993
N -0.40687 -0.29503 2.46846
N -0.78895 1.00486 -0.26594
C 0.90859 -0.30896 -0.95917
C -0.24616 -0.37055 -0.12200
C -0.00079 1.66137 -1.26388
C -0.57211 -1.09570 1.08532
H -1.15715 1.56083 0.45644
H 1.84672 -1.46196 -2.49042
H 2.55384 -0.88834 -0.31782
H -1.63890 2.66338 -1.58810
H -0.31356 -2.30975 1.13639
H -1.73596 -1.32412 0.98607
H 0.74362 -0.16051 2.66084
H -1.04666 -0.82841 3.08216

Calculated values
HOMO level = -0.2890 Ha
Orbital gap = 8.05 eV

Relative energies, unit hartree: w 0.0000; x 0.1347; y 0.0934

--- w ---
The following is a quantum chemistry calculation of C5H5N in the gas phase, from the OMol25 dataset.

Positions of all 11 atoms, in Å:
N 2.59132 0.39079 -2.28577
C -1.04822 0.64382 1.25259
C -1.26830 -0.83897 0.90987
C 0.73800 0.50616 -0.69245
C -0.30890 0.09041 0.09218
C 1.62642 0.21933 -1.56610
H -2.21384 -1.25303 0.58401
H -0.61031 -1.55851 1.35259
H -0.50072 0.94912 2.18158
H 3.00520 -0.27023 -2.97137
H -2.01064 1.12110 1.14286

Calculated values
HOMO level (spin up / spin down) = -0.3050 / -0.3050 Ha
Orbital gap (spin up / spin down) = 8.44 / 8.44 eV

--- x ---
The following is a quantum chemistry calculation of C5H5N in the gas phase, from the OMol25 dataset.

Positions of all 11 atoms, in Å:
N -1.89294 -0.74112 -0.62743
C -0.35468 0.77505 0.19895
C 1.89714 -0.21161 0.23948
C 0.79571 0.58195 -0.31930
C -1.57000 0.46848 0.29247
C -2.72624 -0.24886 0.22088
H 2.75731 0.52632 0.14657
H 1.05592 1.07046 -1.25965
H 1.64841 -0.78823 1.20199
H -3.67573 -0.49167 0.48416
H 2.06511 -0.94076 -0.57813

Calculated values
HOMO level = -0.3130 Ha
Orbital gap = 9.25 eV

Relative energies, unit hartree: w 0.0000; x 0.0465